Below is C33H41IrN11O5SSe as an isolated structure at a distorted geometry, with properties calculated with ωB97M-V/def2-TZVPD.

* E_HOMO (alpha / beta): -0.4755 / -0.4754 hartree
* LUMO energy (alpha / beta): -5.08 / -6.80 eV
* total charge: +2
* <S²>: 0.755
* multiplicity: 2
* ΔE to the lowest compared entry with this formula, charge and spin: 44.7 kcal per mole

Element x y z (Å)
Ir (0.311496, 0.029026, 0.069934)
C (-1.937069, 4.059504, 0.725723)
C (-1.040842, 2.997345, 0.174016)
N (-1.030104, 1.792837, 0.639216)
N (-1.919432, 1.572659, 1.672051)
C (-1.548989, 0.634863, 2.490362)
N (-2.335345, 0.321656, 3.530921)
S (-0.042505, -0.232639, 2.342687)
C (-0.114563, 3.334947, -0.927846)
C (-0.273046, 4.474766, -1.711491)
C (0.612993, 4.688426, -2.753570)
C (1.636442, 3.775481, -2.961145)
C (1.730197, 2.688793, -2.106979)
N (0.870670, 2.466593, -1.117648)
H (-2.167982, 3.855650, 1.765768)
H (-2.886327, 4.068068, 0.183394)
H (-1.481368, 5.042917, 0.634579)
H (-3.279290, 0.676463, 3.542086)
H (-2.114178, -0.473357, 4.103365)
H (-1.079566, 5.168551, -1.523405)
H (0.513305, 5.560149, -3.386441)
H (2.353754, 3.906143, -3.759314)
H (2.533990, 1.967846, -2.224636)
C (-1.750079, 1.285624, -3.388534)
N (-0.507044, 0.950587, -4.063280)
C (-0.452208, 1.260088, -5.489798)
C (0.985517, 1.379826, -5.945614)
C (1.727360, 0.126694, -5.533842)
N (1.579073, -0.089402, -4.096528)
C (2.596597, -0.908037, -3.462615)
C (0.460813, 0.262670, -3.418638)
O (0.319814, -0.037041, -2.208409)
H (-1.896920, 2.367402, -3.394282)
H (-1.721362, 0.932019, -2.362888)
H (-2.592903, 0.820004, -3.904007)
H (-0.989777, 2.196270, -5.645596)
H (-0.972773, 0.482283, -6.058280)
H (1.448191, 2.249614, -5.478478)
H (1.028322, 1.507143, -7.026071)
H (2.792640, 0.214723, -5.747995)
H (1.350081, -0.741419, -6.084958)
H (3.576674, -0.442707, -3.582000)
H (2.632339, -1.899671, -3.921153)
H (2.381837, -1.011677, -2.404898)
C (1.909332, 2.454320, 3.337657)
N (2.656594, 1.208726, 3.414533)
C (3.079639, 0.469276, 2.394300)
Se (2.817847, 0.818607, 0.561541)
N (3.756805, -0.584676, 2.859802)
C (3.761641, -0.550114, 4.250793)
C (4.308657, -1.397615, 5.205247)
C (4.099104, -1.048726, 6.523973)
C (3.376887, 0.101639, 6.879909)
C (2.847975, 0.950929, 5.929256)
C (3.057914, 0.596503, 4.602164)
H (1.612871, 2.630039, 2.305826)
H (2.532724, 3.276635, 3.685990)
H (1.018015, 2.372603, 3.956092)
H (4.187615, -1.269111, 2.254535)
H (4.874592, -2.277469, 4.933014)
H (4.506614, -1.674427, 7.305499)
H (3.235812, 0.328251, 7.927359)
H (2.307758, 1.845251, 6.206326)
O (-6.955230, -3.437055, 2.631980)
C (-6.973245, -2.575457, 1.529204)
N (-5.751273, -2.660664, 0.742662)
C (-4.774230, -1.735563, 0.826397)
O (-4.834256, -0.747110, 1.538391)
C (-3.546868, -1.958865, -0.028415)
C (-3.361875, -2.959832, -0.963231)
C (-2.150935, -3.021392, -1.637092)
C (-1.169984, -2.099691, -1.355016)
N (-1.351138, -1.109431, -0.460434)
C (-2.519083, -1.051023, 0.176544)
H (-6.459929, -3.030829, 3.350719)
H (-7.097095, -1.532170, 1.812546)
H (-7.803808, -2.890659, 0.902045)
H (-5.582660, -3.528930, 0.264153)
H (-4.129325, -3.689011, -1.187026)
H (-1.962204, -3.788462, -2.374293)
H (-0.214302, -2.130374, -1.851159)
H (-2.689212, -0.248436, 0.871579)
O (-0.590880, -3.092217, 1.282240)
C (0.515480, -3.060818, 0.825658)
C (1.409832, -4.270217, 0.634419)
C (2.707156, -3.705611, 0.080570)
C (2.469832, -2.216179, 0.093949)
O (3.399564, -1.414158, -0.118015)
N (1.208642, -1.882892, 0.409270)
H (0.910833, -4.974596, -0.029753)
H (1.531913, -4.767191, 1.595987)
H (2.916128, -4.002958, -0.948032)
H (3.591363, -3.950510, 0.666537)

Cartesian forces (eV/Å) of the 6 atoms listed first:
-0.418 -1.574 2.308
-0.023 -0.010 0.024
-0.118 -0.070 0.157
0.701 0.269 -0.806
-0.035 -0.285 0.026
0.222 0.370 0.077


Below is a 7-piece molecular cluster, C33H41N7O11 overall at a distorted geometry, with properties calculated with ωB97M-V/def2-TZVPD.

* E_HOMO: -0.3283 hartree
* LUMO energy: -1.53 eV
* multiplicity: 1
* ΔE to the lowest compared entry with this formula, charge and spin: 490.3 kcal per mole

Element x y z (Å)
C (-1.673000, 8.074000, 45.493000)
C (-2.909000, 7.859000, 44.606000)
C (-2.859000, 6.680000, 43.475000)
C (-1.541000, 5.820000, 43.315000)
C (-0.432000, 6.043000, 44.260000)
C (-0.609000, 7.162000, 45.318000)
N (-1.545000, 4.675000, 42.367000)
O (-0.387000, 4.096000, 42.321000)
O (-2.422000, 4.660000, 41.459000)
H (-1.619000, 8.786000, 46.279000)
H (-3.885000, 8.445000, 44.583000)
H (-3.685000, 6.585000, 42.993000)
H (0.507000, 5.654000, 44.357000)
H (0.072000, 7.325000, 46.170000)
C (3.907000, 17.288000, 48.697000)
C (4.215000, 15.909000, 48.294000)
C (4.842000, 15.030000, 49.424000)
C (4.939000, 15.487000, 50.829000)
C (4.440000, 16.923000, 51.189000)
C (3.833000, 17.792000, 50.006000)
N (5.449000, 14.641000, 51.846000)
O (5.888000, 13.561000, 51.494000)
O (5.302000, 14.957000, 53.082000)
H (3.491000, 17.856000, 47.855000)
H (4.158000, 15.450000, 47.417000)
H (5.083000, 13.989000, 49.231000)
H (4.630000, 17.179000, 52.172000)
H (3.457000, 18.874000, 50.144000)
C (3.786000, 9.508000, 52.563000)
C (3.188000, 8.014000, 52.419000)
C (2.537000, 7.475000, 51.167000)
C (2.505000, 8.459000, 49.930000)
C (2.973000, 9.928000, 50.193000)
C (3.735000, 10.395000, 51.469000)
N (2.043000, 7.916000, 48.609000)
O (2.075000, 8.710000, 47.611000)
O (1.510000, 6.768000, 48.635000)
H (4.240000, 10.240000, 53.507000)
H (3.407000, 7.162000, 53.242000)
H (2.244000, 6.570000, 51.029000)
H (2.902000, 10.809000, 49.634000)
H (4.110000, 11.517000, 51.338000)
C (2.584000, 10.165000, 44.457000)
C (2.151000, 9.118000, 43.497000)
C (0.669000, 9.190000, 42.746000)
C (-0.155000, 10.461000, 43.390000)
C (0.319000, 11.327000, 44.567000)
C (1.728000, 11.160000, 44.997000)
N (-1.640000, 10.689000, 42.769000)
O (-2.372000, 11.258000, 43.621000)
O (-1.914000, 10.384000, 41.635000)
H (3.473000, 10.051000, 44.909000)
H (2.542000, 8.248000, 43.104000)
H (0.236000, 8.528000, 42.060000)
H (-0.211000, 12.171000, 44.990000)
H (2.052000, 11.899000, 45.625000)
C (-0.364000, 18.175000, 47.155000)
O (-0.947000, 17.007000, 47.195000)
N (0.205000, 18.770000, 48.200000)
C (1.109000, 19.950000, 48.010000)
C (0.265000, 18.113000, 49.531000)
H (-0.119000, 18.688000, 46.344000)
H (1.482000, 20.121000, 47.032000)
H (1.799000, 20.009000, 48.841000)
H (0.487000, 20.630000, 47.722000)
H (0.658000, 18.751000, 50.416000)
H (0.698000, 17.258000, 49.626000)
H (-0.675000, 18.036000, 49.869000)
C (-2.359000, 6.399000, 51.204000)
O (-2.977000, 5.482000, 50.565000)
N (-2.034000, 7.622000, 50.788000)
C (-1.541000, 8.619000, 51.769000)
C (-2.107000, 7.837000, 49.344000)
H (-1.876000, 6.044000, 52.136000)
H (-0.880000, 8.488000, 52.448000)
H (-2.381000, 8.973000, 52.477000)
H (-1.372000, 9.624000, 51.362000)
H (-1.822000, 8.806000, 49.292000)
H (-3.130000, 7.801000, 48.977000)
H (-1.486000, 7.132000, 48.935000)
C (1.623000, 13.484000, 48.588000)
O (2.608000, 12.839000, 48.863000)
N (0.339000, 13.010000, 48.326000)
C (-0.725000, 13.932000, 48.043000)
C (0.199000, 11.508000, 48.153000)
H (1.771000, 14.450000, 48.620000)
H (-1.524000, 13.570000, 48.502000)
H (-0.810000, 14.222000, 46.983000)
H (-0.706000, 14.826000, 48.828000)
H (-0.423000, 11.194000, 47.240000)
H (-0.101000, 11.071000, 49.188000)
H (1.126000, 11.096000, 47.704000)

Cartesian forces (eV/Å) of the 6 atoms listed first:
-2.882 -3.309 -4.206
2.474 -3.112 -2.413
9.111 2.752 7.289
-2.257 2.572 3.508
-5.554 4.460 1.136
-0.857 -0.889 -1.183